# 1
Below is 4 unconnected molecules or ions with the total composition CH10NO3 in a non-equilibrium geometry, with properties calculated with the ωB97M-V functional and the def2-TZVPD basis.

Kohn-Sham gap, eV: 10.35
Net charge: +1
LUMO energy, eV: -4.85

XYZ file:
```
15
Properties=species:S:1:pos:R:3:lowdin_charge:R:1
C -0.34411 1.03021 1.21239 0.1521
N 0.55281 1.49522 0.40356 0.1424
H -0.94014 1.84574 1.62083 0.1288
H -0.56533 -0.02295 1.22134 0.0566
H 0.49201 1.16418 -0.64872 0.1169
H 0.77817 2.47969 0.39428 0.1316
H 1.67018 -2.41682 0.66020 0.0518
H 0.23420 -2.29365 1.01995 0.0363
O 1.00772 -1.74444 0.83779 -0.0525
H -2.27554 -1.87597 0.62979 0.0458
H -2.65946 -1.04475 -0.65398 0.0624
O -2.20857 -1.03022 0.19679 -0.0418
H 1.13156 0.18848 -2.69200 0.0872
H 1.95096 1.38005 -2.20349 0.0916
O 1.17555 0.84524 -1.99873 -0.0092
```



# 2
Below is 2 unconnected molecules or ions with the total composition H4O2 in a non-equilibrium geometry, with properties calculated with the ωB97M-V functional and the def2-TZVPD basis.

Structure (SMILES): O.O
Kohn-Sham gap, eV: 11.52
Net charge: 0
LUMO energy, eV: 0.65

XYZ file:
```
6
Properties=species:S:1:pos:R:3:lowdin_charge:R:1
H -0.56127 -0.25834 0.14691 -0.0375
H -2.01372 -0.56890 0.79936 0.0476
H 1.93568 -0.59143 0.17606 0.1206
H 1.77930 0.93226 -0.04874 -0.0028
O -1.49199 -0.08970 0.12074 -0.0740
O 1.34949 0.15051 -0.25494 -0.0538
```



# 3
Below is a molecular structure, C3H5LaO3 in a non-equilibrium geometry, with properties calculated with the ωB97M-V functional and the def2-TZVPD basis.

Kohn-Sham gap (alpha / beta), eV: 5.51 / 5.51
Net charge: 0
LUMO energy (alpha / beta), eV: -0.94 / -0.93

XYZ file:
```
12
Properties=species:S:1:pos:R:3:lowdin_charge:R:1
H 0.64820 1.78353 -0.86691 0.1055
C -0.23521 1.42791 -0.30139 -0.3756
C 0.19482 0.80027 1.00653 -0.1787
O -0.18931 1.05860 2.36864 -0.1366
C -0.19994 0.14213 3.27927 -0.1981
O 1.07016 -0.20058 3.45655 0.0226
La -1.43792 -1.10733 -3.04189 0.9217
O -0.95222 0.35306 -0.86631 -0.6664
H -0.94686 2.23422 -0.03798 0.1145
H -0.62348 -0.18067 0.62966 0.1915
H 1.28421 0.96738 1.05572 0.1129
H 1.11760 -0.82557 4.18797 0.0868
```



# 4
Below is a single C9H7NO2 molecule in a non-equilibrium geometry, with properties calculated with the ωB97M-V functional and the def2-TZVPD basis.

Structure (SMILES): O=C1/C(=N/O)Cc2ccccc21
Kohn-Sham gap, eV: 8.66
Net charge: 0
LUMO energy, eV: -0.79

XYZ file:
```
19
Properties=species:S:1:pos:R:3:lowdin_charge:R:1
C -1.84962 0.50475 -0.01649 -0.2446
C -1.23456 -0.92973 0.13640 -0.0450
C 0.27288 -0.59188 -0.10394 -0.1927
C 1.43460 -1.36157 0.00113 -0.0159
C 2.74587 -0.74888 -0.20783 -0.0557
C 2.85871 0.64631 -0.02180 -0.1092
C 1.70182 1.44855 0.02249 0.0201
C 0.39500 0.75543 -0.05089 -0.1111
C -0.90403 1.56989 -0.08355 -0.2634
H -4.62851 -0.89172 -0.36529 0.2057
H -1.60642 -1.16301 1.24665 0.1669
H -1.70453 -1.80336 -0.45328 0.1355
H 1.20335 -2.46524 0.22375 0.1329
H 3.75803 -1.21449 -0.04860 0.1125
H 3.78291 1.24941 -0.17092 0.1111
H 1.61552 2.56319 0.08948 0.1256
N -3.10417 0.47864 -0.14152 0.0764
O -3.57206 -0.83229 -0.07396 -0.1390
O -1.16479 2.78600 0.01817 0.0899
```



# 5
Below is a single C4H7NO2S molecule in a non-equilibrium geometry, with properties calculated with the ωB97M-V functional and the def2-TZVPD basis.

Structure (SMILES): CS[C@@H]1COC=NO1
Kohn-Sham gap, eV: 9.58
Net charge: 0
LUMO energy, eV: 0.66

XYZ file:
```
15
Properties=species:S:1:pos:R:3:lowdin_charge:R:1
C -0.72631 -1.45577 0.99882 -0.3654
C 1.16231 0.37789 0.35963 -0.6939
C 0.12011 1.41209 0.10422 -0.1911
C -0.47616 0.08425 -1.56941 -0.3177
H -0.70158 -2.06539 -0.00801 0.1026
H -1.54614 -0.76002 0.97262 0.0317
H -0.93954 -2.16407 1.70622 -0.0225
H 2.03409 0.93081 0.84713 0.1296
H 0.50620 2.20479 -0.45632 0.1088
H -0.36772 2.04450 0.93655 0.1728
H -1.20921 -0.18545 -2.35470 0.1557
N 0.62818 -0.38263 -1.76650 0.1052
O -0.96035 0.94883 -0.68218 -0.0365
O 1.67133 -0.28058 -0.77081 -0.1000
S 0.80479 -0.70924 1.68274 0.9207
```



# 6
Below is a single C7H6N2O2 molecule in a non-equilibrium geometry, with properties calculated with the ωB97M-V functional and the def2-TZVPD basis.

Structure (SMILES): C=C/C=C\C=C(/C#N)[N+](=O)[O-]
Kohn-Sham gap, eV: 8.94
Net charge: 0
LUMO energy, eV: -1.16

XYZ file:
```
17
Properties=species:S:1:pos:R:3:lowdin_charge:R:1
C 2.52288 1.48403 0.56702 -0.1994
C -0.41773 0.51787 0.81570 -0.1236
C 0.48948 -0.25211 1.35125 -0.1120
C -0.63762 0.73424 -0.63007 -0.1953
C 1.70749 -0.70925 0.67893 0.0402
C -0.86072 -0.28095 -1.43327 0.0098
C 2.67157 0.15301 0.31690 -0.1707
N 2.45414 2.58155 0.81626 0.2280
N 3.82782 -0.34343 -0.40700 -0.3361
O 3.79718 -1.50682 -0.83418 0.0785
O 4.76574 0.39356 -0.25094 0.1197
H -1.23721 0.96749 1.48737 0.1446
H 0.45127 -0.24854 2.44669 0.1261
H -0.70806 1.72126 -0.92321 0.0771
H 1.83173 -1.76210 0.59385 0.1235
H -1.05500 -0.06855 -2.58507 0.1104
H -0.85807 -1.29236 -0.97490 0.0794
```



no.,E (hartree)
1,-324.2731
2,-152.8632
3,-374.2882
4,-552.2449
5,-759.9115
6,-530.1181